A structure of composition C16H18BrNTi at a distorted geometry, computed with ωB97M-V/def2-TZVPD.

Calculated values
Energy above the lowest of the compared OMol25 structures with the same formula, charge and spin = 0.0000 eV
Kohn-Sham gap (spin up / spin down) = 3.42 / 4.07 eV
Lowest unoccupied orbital energy (spin up / spin down) = -2.91 / -2.60 eV
Strongest force on any atom = 3.52 eV/A
Highest occupied orbital energy (spin up / spin down) = -6.33 / -6.67 eV

Positions of all 37 atoms, in Å:
C: 0.766 -1.909 -1.247
C: 1.914 -1.028 -1.363
C: 2.015 -0.246 -0.166
H: 2.672 -1.146 -2.127
C: 0.936 -0.620 0.694
C: 0.139 -1.631 0.038
H: -0.743 -2.134 0.435
H: 0.481 -2.712 -1.926
H: 2.846 0.419 0.081
H: 0.761 -0.263 1.700
Ti: -0.068 0.115 -1.199
Br: -1.183 0.459 -3.231
C: -3.935 -1.864 -0.622
C: -3.367 -3.070 -0.110
C: -2.670 -3.716 -1.175
H: -3.496 -3.459 0.898
C: -2.801 -2.907 -2.340
C: -3.635 -1.798 -2.014
H: -4.012 -1.057 -2.714
H: -4.531 -1.149 -0.058
H: -2.177 -4.680 -1.118
H: -2.383 -3.126 -3.316
C: 1.626 2.738 -1.959
C: 0.760 2.941 -0.804
C: 0.564 4.121 -0.072
C: -0.329 3.819 0.980
C: -0.638 2.451 0.871
C: -1.552 1.681 1.720
N: 0.000 1.941 -0.238
H: 2.648 2.469 -1.672
H: 1.735 3.704 -2.465
H: 1.266 2.009 -2.697
H: 1.033 5.056 -0.348
H: -0.738 4.473 1.737
H: -1.436 2.043 2.751
H: -2.587 1.876 1.412
H: -1.363 0.603 1.704

These are the Löwdin partial charges, in e, on atoms 1 to 6: C -0.160; C -0.130; C -0.108; H 0.127; C -0.133; C -0.160